1.
{
  "formula": "C56H122N6O8",
  "method": "the ωB97M-V functional and the def2-TZVPD basis",
  "multiplicity": 1,
  "smiles": "CC1(C)CCCC(C)(C)N1O.CC1(C)CCCC(C)(C)N1O.CC1(C)CCCC(C)(C)N1O.CC1(C)CCCC(C)(C)N1O.CC1(C)CCCC(C)(C)N1O.CC1(C)CCCC(C)(C)N1O.CO.CO",
  "total_charge": 0,
  "e_above_lowest_kcal_mol": 51.39,
  "species": ["C", "C", "C", "C", "C", "C", "C", "C", "C", "N", "O", "H", "H", "H", "H", "H", "H", "H", "H", "H", "H", "H", "H", "H", "H", "H", "H", "H", "H", "H", "C", "C", "C", "C", "C", "C", "C", "C", "C", "N", "O", "H", "H", "H", "H", "H", "H", "H", "H", "H", "H", "H", "H", "H", "H", "H", "H", "H", "H", "H", "C", "C", "C", "C", "C", "C", "C", "C", "C", "N", "O", "H", "H", "H", "H", "H", "H", "H", "H", "H", "H", "H", "H", "H", "H", "H", "H", "H", "H", "H", "C", "C", "C", "C", "C", "C", "C", "C", "C", "N", "O", "H", "H", "H", "H", "H", "H", "H", "H", "H", "H", "H", "H", "H", "H", "H", "H", "H", "H", "H", "C", "C", "C", "C", "C", "C", "C", "C", "C", "N", "O", "H", "H", "H", "H", "H", "H", "H", "H", "H", "H", "H", "H", "H", "H", "H", "H", "H", "H", "H", "C", "C", "C", "C", "C", "C", "C", "C", "C", "N", "O", "H", "H", "H", "H", "H", "H", "H", "H", "H", "H", "H", "H", "H", "H", "H", "H", "H", "H", "H", "C", "O", "H", "H", "H", "H", "C", "O", "H", "H", "H", "H"],
  "xyz": [[-1.2797, 0.5460, -7.1500], [-0.2580, -0.5438, -6.9222], [0.9222, -0.4213, -7.8787], [0.2099, -0.4474, -5.4594], [0.9361, -1.7160, -5.0096], [0.2397, -3.0385, -5.3060], [-0.4343, -3.1288, -6.6721], [0.5149, -3.7126, -7.7412], [-1.6379, -4.0833, -6.5450], [-0.9752, -1.8243, -7.0482], [-1.6687, -1.9294, -8.2816], [-2.1817, 0.3540, -6.5715], [-0.8776, 1.5346, -6.9147], [-1.5548, 0.6124, -8.2064], [1.2147, 0.6408, -7.8661], [1.8484, -0.9218, -7.5932], [0.6811, -0.6934, -8.9048], [0.9136, 0.3851, -5.4543], [-0.6858, -0.3849, -4.8376], [1.9506, -1.6733, -5.4272], [1.1329, -1.6268, -3.9366], [-0.5153, -3.2458, -4.5429], [1.0129, -3.8052, -5.2205], [0.8989, -4.6848, -7.4201], [1.3741, -3.0499, -7.8442], [-0.0025, -3.8676, -8.6844], [-1.9367, -4.4984, -7.5077], [-2.5029, -3.5382, -6.1610], [-1.4052, -4.9097, -5.8717], [-2.5795, -1.7358, -8.0391], [6.4629, 1.3805, 6.6704], [6.1322, 0.8309, 5.2870], [7.3805, 0.9311, 4.3901], [5.7611, -0.6436, 5.4567], [5.1956, -1.2482, 4.1830], [3.9447, -0.4628, 3.8252], [4.1858, 1.0354, 3.6532], [4.7456, 1.2631, 2.2372], [2.8051, 1.6850, 3.7563], [4.9832, 1.5471, 4.7546], [5.3050, 2.9126, 4.5074], [6.9798, 2.3374, 6.6316], [5.5427, 1.4107, 7.2616], [7.0959, 0.6845, 7.2285], [8.0538, 0.0797, 4.4963], [7.0735, 0.8051, 3.3480], [7.8312, 1.9192, 4.4340], [6.6318, -1.1769, 5.8351], [4.9587, -0.7112, 6.2041], [5.9705, -1.2535, 3.4102], [4.9880, -2.3129, 4.3172], [3.1415, -0.7226, 4.5206], [3.5831, -0.8705, 2.8718], [3.9661, 1.1389, 1.4837], [5.5549, 0.5896, 1.9533], [5.1228, 2.2867, 2.1736], [2.7283, 2.7606, 3.9021], [2.3443, 1.2282, 4.6422], [2.0969, 1.3733, 2.9838], [4.8665, 3.3707, 5.2298], [1.1128, -2.5143, 6.4490], [-0.1350, -1.6119, 6.4793], [-0.2745, -0.9798, 7.8782], [0.0590, -0.4791, 5.4592], [-1.2338, 0.1835, 5.0257], [-2.2279, -0.8819, 4.5890], [-2.5422, -1.8865, 5.6923], [-3.3334, -1.2193, 6.8285], [-3.4276, -2.9393, 5.0547], [-1.2669, -2.4490, 6.0847], [-1.4159, -3.4808, 7.0659], [0.9590, -3.3758, 5.8000], [1.9900, -1.9637, 6.1077], [1.3014, -2.9227, 7.4434], [-0.7779, -1.6506, 8.5749], [0.7250, -0.8056, 8.2857], [-0.7854, -0.0179, 7.8497], [0.7571, 0.2352, 5.8993], [0.5267, -0.8941, 4.5589], [-1.7389, 0.7802, 5.7947], [-1.0456, 0.8750, 4.1996], [-1.7724, -1.4055, 3.7367], [-3.1319, -0.4262, 4.1828], [-3.6530, -2.0310, 7.4975], [-4.2888, -0.8044, 6.4996], [-2.7973, -0.5004, 7.4376], [-3.0994, -3.2646, 4.0667], [-4.4316, -2.5265, 4.8925], [-3.6565, -3.8009, 5.6906], [-1.4825, -4.2589, 6.5044], [-2.3020, 0.3406, 0.6689], [-1.8554, -0.2776, -0.6485], [-3.1327, -0.7254, -1.3552], [-1.1820, 0.7660, -1.5418], [0.2581, 1.1006, -1.1753], [1.0510, -0.1991, -1.0813], [0.4275, -1.3361, -0.2645], [1.1045, -2.6027, -0.7838], [0.8624, -1.1242, 1.1912], [-0.9979, -1.4167, -0.4569], [-1.5927, -2.4608, 0.2734], [-2.8299, -0.3608, 1.3192], [-1.4640, 0.6177, 1.3301], [-2.9059, 1.2524, 0.6401], [-3.6985, -1.4014, -0.7128], [-3.8136, 0.0624, -1.6875], [-2.9031, -1.2578, -2.2879], [-1.2782, 0.4078, -2.5733], [-1.8205, 1.6522, -1.4869], [0.6561, 1.6972, -1.9966], [0.2497, 1.7322, -0.2832], [2.0572, -0.0026, -0.7061], [1.2043, -0.5251, -2.1156], [0.7852, -2.8055, -1.8091], [0.7507, -3.4982, -0.2573], [2.1786, -2.5993, -0.6207], [0.7332, -0.1332, 1.6321], [1.9459, -1.3050, 1.2608], [0.5002, -1.8551, 1.9247], [-1.6596, -3.1908, -0.3501], [4.1532, 1.9953, -1.5549], [4.2500, 2.6659, -2.9245], [5.1584, 1.8416, -3.8334], [2.8468, 2.7609, -3.5030], [2.7922, 3.6722, -4.7054], [3.2626, 5.0572, -4.3353], [4.6378, 5.1029, -3.6295], [5.7212, 5.1021, -4.7194], [4.7325, 6.4498, -2.8886], [4.7631, 4.0246, -2.6643], [6.1163, 3.9683, -2.2267], [4.0609, 0.9091, -1.6902], [5.0318, 2.0747, -0.9135], [3.2786, 2.3427, -1.0034], [6.1449, 1.7443, -3.3678], [4.8442, 0.7998, -3.9481], [5.3228, 2.2652, -4.8195], [2.4132, 1.7638, -3.6259], [2.1796, 3.1727, -2.7307], [3.2290, 3.1960, -5.5892], [1.7437, 3.7452, -5.0318], [2.4951, 5.5694, -3.7430], [3.3222, 5.7081, -5.2117], [5.5701, 5.8559, -5.4930], [5.8052, 4.1358, -5.2157], [6.7058, 5.3034, -4.2922], [5.7728, 6.7449, -2.7465], [4.3120, 6.3180, -1.8891], [4.2009, 7.2308, -3.4289], [6.0391, 4.1625, -1.2873], [-11.0004, 2.5655, 0.4447], [-9.9260, 1.5583, 0.0517], [-10.2977, 0.1227, 0.5074], [-9.8356, 1.5437, -1.4691], [-8.6520, 0.7695, -2.0040], [-7.3396, 1.2540, -1.3989], [-7.3355, 1.5283, 0.1183], [-6.9122, 0.2114, 0.7988], [-6.3038, 2.6018, 0.3893], [-8.6419, 2.0089, 0.5631], [-8.6916, 2.0189, 1.9804], [-11.8502, 2.5086, -0.2360], [-11.3529, 2.4280, 1.4677], [-10.5955, 3.5795, 0.3870], [-11.1172, 0.0893, 1.2266], [-10.5488, -0.5317, -0.3265], [-9.4506, -0.3369, 1.0131], [-10.7570, 1.1351, -1.9009], [-9.8537, 2.5551, -1.8983], [-8.7687, -0.3168, -1.9566], [-8.5742, 0.9417, -3.0843], [-7.0082, 2.1611, -1.9105], [-6.5771, 0.4942, -1.5861], [-7.4510, -0.6070, 0.3241], [-6.9947, 0.2153, 1.8841], [-5.8467, 0.0502, 0.5982], [-6.5580, 3.5837, -0.0087], [-5.3127, 2.2957, 0.0413], [-6.1583, 2.7368, 1.4693], [-8.8211, 2.9396, 2.2293], [1.8056, -6.1510, 0.1132], [2.3746, -5.6811, -1.1035], [0.8043, -5.7434, 0.2618], [1.7835, -7.2479, 0.0881], [2.4158, -5.9379, 0.9887], [1.7133, -5.8500, -1.7794], [4.3261, -3.6253, 1.5030], [5.7124, -3.4767, 1.6908], [3.8323, -3.7983, 2.4643], [3.7107, -2.7620, 1.1864], [4.0582, -4.4012, 0.7810], [6.0627, -3.4087, 0.7974]],
  "forces_ev_per_angstrom": [[-0.1, 0.6, -0.9], [0.2, -1.3, 0.2], [0.5, 1.3, -0.1], [-0.1, -1.3, -0.7], [0.9, 0.7, 0.1], [0.2, 0.5, 0.3], [-0.2, -0.6, -0.8], [0.3, 0.1, 0.6], [-0.1, 0.0, -0.1], [-0.8, 0.2, 0.9], [0.4, 0.0, -0.2], [0.0, 0.1, 0.1], [0.0, -0.1, 0.3], [-0.1, -0.1, 0.1], [-0.1, -0.1, -0.3], [-0.3, -0.4, 0.2], [-0.2, 0.0, 0.0], [-0.3, 0.3, 0.7], [0.1, 0.7, 0.1], [-0.1, -0.3, -0.2], [-0.2, -0.2, 0.0], [0.0, 0.2, 0.1], [-0.3, -0.3, 0.0], [-0.1, 0.0, 0.1], [0.0, -0.1, -0.3], [0.1, 0.3, -0.1], [0.1, 0.0, 0.0], [0.1, 0.0, 0.2], [0.0, 0.0, 0.0], [0.0, 0.0, -0.1], [-0.2, -0.4, 0.4], [1.0, -0.3, -0.1], [-0.7, -0.2, -1.2], [-0.7, 0.0, 0.1], [0.6, -0.1, 0.3], [0.2, -1.2, -0.8], [-0.7, -0.2, -0.9], [0.4, 0.5, 0.0], [-1.1, -0.5, 0.9], [-0.5, 0.1, 0.6], [0.2, -0.2, 0.0], [-0.2, 0.1, 0.1], [0.0, 0.4, -0.1], [0.2, 0.0, -0.3], [0.4, 0.4, 0.7], [-0.1, 0.2, 0.0], [0.4, -0.2, 0.3], [0.0, 0.0, 0.0], [0.2, 0.0, 0.2], [-0.2, 0.3, -0.2], [-0.2, 0.1, 0.1], [0.2, 0.4, 0.3], [-0.1, 0.3, 0.0], [-0.1, 0.0, 0.1], [0.0, -0.1, 0.2], [0.0, 0.0, -0.1], [0.5, 0.1, -0.3], [0.1, 0.4, 0.1], [0.4, 0.1, -0.5], [0.0, 0.1, 0.0], [-0.1, -0.2, 0.4], [0.2, 0.2, 0.1], [0.3, -0.1, 0.2], [-0.2, -0.2, -0.1], [-0.7, 0.3, 0.0], [0.7, 0.3, -0.8], [-0.5, 1.0, -0.2], [-0.6, -1.0, 0.6], [-1.1, -0.5, 0.0], [0.4, -0.6, -0.5], [-0.3, 0.3, -0.1], [0.0, 0.2, -0.2], [0.0, 0.0, 0.1], [0.1, 0.1, 0.0], [-0.1, 0.0, -0.1], [0.0, 0.1, -0.1], [-0.1, 0.0, 0.0], [0.0, 0.0, -0.1], [0.1, 0.0, 0.0], [0.4, 0.0, 0.2], [0.1, 0.0, 0.0], [-0.1, -0.2, 0.1], [-0.2, 0.0, 0.3], [0.2, 0.2, 0.1], [0.3, 0.3, -0.3], [0.1, 0.1, -0.2], [0.4, -0.1, 0.2], [0.2, 0.3, 0.0], [0.5, 0.0, 0.0], [0.1, -0.2, 0.2], [0.6, 0.4, 2.0], [-1.1, 0.7, 0.3], [-0.3, -0.8, -0.7], [-0.3, 0.0, -0.1], [-0.7, -0.2, -0.2], [0.0, 0.7, -0.5], [0.9, 0.4, 0.8], [-1.0, -1.1, 0.4], [1.0, -0.5, 1.1], [0.3, -0.5, -1.7], [0.0, 0.2, 0.5], [-0.2, -0.3, -0.4], [0.2, 0.0, -0.5], [-0.1, -0.2, -0.6], [0.0, 0.0, 0.0], [0.3, 0.4, 0.5], [0.2, -0.1, 0.2], [0.4, 0.0, 0.0], [0.1, 0.1, 0.0], [0.2, 0.1, 0.2], [0.3, -0.2, 0.2], [0.0, -0.1, 0.2], [-0.2, -0.2, 0.0], [0.5, 0.3, -0.2], [0.0, 0.2, 0.3], [0.1, 0.2, -0.4], [-0.4, 0.1, -0.4], [0.0, 0.2, -0.3], [-0.6, 0.0, -0.4], [-0.1, 0.0, -0.1], [0.0, -1.0, 0.1], [0.4, -0.2, 0.3], [0.9, -0.5, 0.2], [-0.4, 0.4, 0.8], [-1.4, -0.6, -0.7], [0.2, 0.3, 0.0], [-0.1, 0.9, -1.1], [0.7, -0.4, 0.0], [0.2, -0.5, 0.4], [-0.6, 0.1, 0.3], [-0.1, -0.1, 0.0], [-0.3, 0.1, -0.1], [0.1, 0.4, -0.2], [0.1, 0.1, 0.0], [0.0, 0.3, 0.0], [-0.5, 0.2, 0.0], [-0.2, 0.0, -0.1], [0.4, -0.1, -0.5], [0.3, 0.3, 0.0], [0.7, 0.3, 0.2], [0.0, 0.1, 0.2], [0.1, -0.4, 0.4], [0.2, -0.2, -0.1], [-0.3, 0.1, 0.1], [-0.1, 0.0, -0.1], [-0.1, -0.1, 0.1], [0.0, 0.1, -0.1], [-0.2, 0.2, -0.1], [0.0, 0.1, 0.0], [0.1, 0.0, 0.0], [0.1, 0.4, 0.3], [-0.2, -0.9, -0.5], [0.2, -0.2, 0.5], [-0.4, 0.2, -0.9], [0.4, 0.2, -0.7], [0.0, 0.1, 0.0], [-0.1, -0.9, -0.1], [0.6, 0.1, -0.2], [0.7, 0.2, 1.1], [-0.1, 1.3, -0.1], [0.1, -0.3, 0.2], [-0.1, -0.1, 0.1], [0.0, -0.1, 0.0], [0.0, 0.0, -0.2], [-0.1, 0.2, -0.1], [-0.1, 0.1, -0.1], [0.0, 0.0, 0.0], [0.0, -0.2, 0.4], [0.5, 0.1, 0.4], [-0.1, 0.0, 0.6], [-0.1, 0.0, 0.1], [-0.2, 0.0, -0.1], [0.1, 0.2, 0.0], [-0.1, -0.2, 0.4], [-0.4, 0.0, 0.0], [-0.1, 0.0, -0.1], [-0.1, -0.1, -0.3], [-0.1, 0.0, -0.3], [-0.2, 0.0, -0.1], [0.0, 0.1, -0.2], [0.0, -0.9, -0.1], [0.1, 0.2, 0.4], [0.0, -0.1, 0.1], [-0.4, 0.0, 0.0], [0.2, 0.6, -0.3], [0.1, 0.1, -0.1], [-1.7, 0.1, 0.4], [-0.3, 0.3, -0.5], [0.5, -0.6, 0.1], [1.0, 0.5, -0.3], [0.2, -0.2, 0.2], [0.4, 0.1, 0.1]]
}

---

2.
{
  "formula": "C4H13NO3",
  "method": "the ωB97M-V functional and the def2-TZVPD basis",
  "multiplicity": 1,
  "smiles": "CC(=O)N(C)C.O.O",
  "total_charge": 0,
  "e_above_lowest_kcal_mol": 20.93,
  "species": ["C", "C", "O", "N", "C", "C", "H", "H", "H", "H", "H", "H", "H", "H", "H", "O", "H", "H", "O", "H", "H"],
  "xyz": [[0.4424, -0.7089, 1.7344], [-0.3101, -1.1754, 0.4884], [-1.1495, -2.0549, 0.4688], [0.1552, -0.6960, -0.7243], [1.3730, 0.1028, -0.8787], [-0.4418, -1.2966, -1.9333], [0.3923, 0.3889, 1.7459], [1.4482, -1.0481, 1.5989], [0.1079, -1.2279, 2.6332], [2.3125, -0.4923, -0.8864], [1.4085, 0.5347, -1.8626], [1.4374, 0.8285, -0.0707], [-0.4127, -2.3933, -1.8894], [0.0341, -0.8459, -2.7998], [-1.5061, -1.0327, -2.0057], [-1.2079, 1.7311, -0.2150], [-1.1114, 0.9196, -0.7692], [-1.7006, 2.3271, -0.7809], [0.9879, 2.7464, 1.1823], [0.7369, 3.6250, 1.4990], [0.1483, 2.4508, 0.7639]],
  "forces_ev_per_angstrom": [[-0.9, 0.1, -0.8], [1.0, -1.0, -0.3], [-0.5, 0.3, 0.4], [-0.1, 0.2, -0.5], [0.6, -0.9, 0.5], [-0.4, 0.3, 0.6], [0.2, -0.4, 0.6], [0.9, 0.2, -0.1], [-0.5, 0.4, -0.2], [-0.5, -0.1, 0.4], [-0.4, 0.7, -0.2], [0.1, 0.2, -0.4], [0.3, 0.3, -0.3], [0.2, -0.4, -0.1], [0.1, -0.1, 0.2], [-0.3, -0.7, -0.8], [0.2, 0.6, 0.8], [-0.2, 0.3, 0.0], [-0.8, 0.3, -0.1], [0.4, -0.2, 0.1], [0.5, -0.1, 0.0]]
}

---

3.
{
  "formula": "C2H2N3P",
  "method": "the ωB97M-V functional and the def2-TZVPD basis",
  "multiplicity": 1,
  "smiles": "N#CP(N)C#N",
  "total_charge": 0,
  "e_above_lowest_kcal_mol": 18.89,
  "species": ["N", "C", "P", "N", "C", "N", "H", "H"],
  "xyz": [[-1.7649, 1.8638, 0.5974], [-1.0860, 1.1584, 0.0368], [-0.0478, -0.1897, -1.0508], [1.3845, -0.1098, -0.2558], [-0.8325, -1.3456, 0.0483], [-1.4537, -2.0128, 0.7356], [2.2335, 0.3208, -0.7179], [1.5669, 0.3149, 0.6063]],
  "forces_ev_per_angstrom": [[-1.7, 2.0, 1.6], [2.7, -3.0, -3.3], [-1.6, 2.0, 1.7], [3.6, 0.9, -1.7], [0.0, -0.1, -0.4], [-0.4, -0.8, 0.5], [-1.6, -1.1, -0.6], [-1.0, 0.1, 2.2]]
}

---

Number 1: Kohn-Sham gap 0.316 Ha. Number 2: Kohn-Sham gap 0.359 Ha. Number 3: Kohn-Sham gap 0.414 Ha.